No. 1
{
  "formula": "C19H12Br4O7",
  "method": "ωB97M-V with the def2-TZVPD basis set",
  "symbols": ["C", "H", "H", "O", "C", "C", "C", "H", "C", "H", "C", "C", "H", "C", "O", "Br", "H", "H", "C", "H", "C", "O", "Br", "C", "C", "C", "C", "C", "O", "O", "C", "C", "O", "H", "H", "Br", "C", "C", "H", "H", "Br", "O"],
  "xyz": [[0.05931, -2.91344, -1.29595], [3.79466, -0.30398, -1.40810], [-0.70510, -4.34956, -3.24338], [1.85315, 1.71814, -4.85569], [0.73740, 0.54541, 1.41774], [2.89282, 0.74648, -3.01741], [1.91850, 0.82794, -0.81910], [-1.47362, 1.81429, 3.89526], [1.88036, 0.39073, 0.53021], [-2.40456, -1.60450, 4.85668], [-2.58128, -1.11843, 4.00318], [0.22271, -2.06969, -0.17518], [-1.60712, 3.52362, 3.52869], [-0.84554, 2.66430, 3.61152], [-1.08185, -3.42350, -3.39353], [-0.77380, 2.62383, -3.78241], [0.11287, 1.92650, -0.79055], [2.82042, 1.55040, -5.26128], [-0.96461, -2.62835, -2.26517], [-2.13622, 0.19438, -0.76699], [0.69477, 1.36260, 2.51622], [2.86799, -0.13239, 0.87049], [1.19233, -4.37868, -1.56779], [-1.61217, -0.65910, -1.07418], [-0.46708, -0.11394, 1.16260], [-1.59858, -0.15907, 2.19897], [1.84353, 1.47863, -3.55722], [0.86487, 1.54719, -1.37504], [-1.33012, -0.86440, 3.34173], [-2.72175, 0.44844, 1.97560], [-0.57419, -0.92006, -0.08713], [2.97609, 0.47456, -1.66337], [1.32023, 1.08526, 3.48254], [-3.19044, -1.84161, 3.45535], [0.98577, -2.23236, 0.57797], [-3.02675, -1.23678, -3.47980], [-1.79278, -1.51033, -2.15554], [0.77714, 1.91618, -2.77419], [-3.10265, -0.21863, 4.36873], [-0.32389, 2.93697, 4.57567], [4.50830, 0.40467, -4.04885], [-0.00912, 2.49825, 2.48869]],
  "atomic_forces_ev_per_a": [[-1.36, 1.58, -0.04], [-1.43, 1.89, 0.23], [-0.50, 1.94, -0.02], [2.46, 0.16, -2.45], [-5.23, -2.89, -3.71], [1.30, 0.37, 1.61], [-1.32, 1.59, -3.14], [0.38, -0.29, -0.63], [-0.56, 0.99, -0.99], [1.58, -2.00, 3.35], [-1.12, 1.13, -1.21], [-0.41, 0.14, -1.21], [1.42, -1.17, -0.83], [-1.45, 2.25, 2.92], [0.30, -0.85, 1.13], [1.33, -0.46, 1.46], [-1.86, 0.50, 1.60], [-3.01, 0.34, 1.42], [1.79, -1.76, -0.19], [-1.39, 1.06, -0.60], [1.57, 2.48, 3.70], [3.46, -2.44, 3.07], [0.08, -0.20, 0.03], [2.54, -1.32, 1.95], [2.39, 0.80, 0.37], [-3.74, 2.60, -1.08], [0.14, 0.07, -0.84], [0.55, 0.84, -3.50], [-1.18, 1.00, -2.03], [5.09, -3.04, 0.90], [-1.67, -1.51, -0.77], [1.10, -2.56, -0.64], [1.05, -0.79, 2.01], [-0.15, 0.75, -0.51], [-0.07, -0.29, -0.12], [-0.89, 0.42, -0.66], [1.06, 0.14, 1.27], [0.23, -1.33, 1.28], [0.08, -0.15, -1.03], [0.14, -0.39, -1.23], [-0.98, 0.04, 0.15], [-1.74, 0.34, -1.01]],
  "e_homo_ev": -8.97,
  "e_lumo_ev": -0.6,
  "energy_ha": -11553.83596,
  "e_above_lowest_ev": 3.202,
  "smiles": "COC(=O)/C(C(=O)c1cc(Br)c(O)c(Br)c1)=C(\\C(=O)OC)c1cc(Br)c(O)c(Br)c1",
  "orbital_gap_ev": 8.33
}

=====

No. 2
{
  "formula": "C18H22ClN3O3",
  "method": "ωB97M-V with the def2-TZVPD basis set",
  "symbols": ["C", "C", "H", "C", "N", "H", "C", "H", "C", "H", "H", "C", "H", "C", "N", "H", "H", "H", "N", "C", "O", "H", "H", "C", "H", "H", "C", "C", "H", "H", "C", "C", "O", "H", "H", "C", "C", "H", "H", "C", "H", "O", "C", "C", "H", "Cl", "H"],
  "xyz": [[-1.26675, 1.71903, 0.76809], [3.84833, -1.77339, -0.32001], [3.36599, 2.41546, -0.15670], [-5.54829, 1.34387, 0.08315], [-1.14987, -0.38656, -0.31376], [4.27504, -1.69161, 1.79665], [-6.91170, 1.13210, 0.01021], [4.86300, 2.86359, 0.69940], [5.02119, 2.92663, -1.45897], [-4.48344, -1.85409, -0.05418], [4.85649, 0.69248, 1.92766], [4.46410, 2.32755, -0.17780], [4.61672, 2.40000, -2.31879], [-4.65983, 0.27011, 0.06690], [-2.45942, -0.48141, -0.34585], [4.75534, 3.97802, -1.52509], [-3.23696, 2.39135, 1.16597], [4.10308, -2.82818, -0.44413], [2.41656, -1.70050, -0.15484], [-0.43536, 0.67419, 0.22065], [4.83165, 0.96916, -0.11806], [-6.92237, -2.24722, -0.17988], [-0.75706, 2.56312, 1.20662], [-3.20993, 0.46779, 0.14387], [4.13980, -1.21771, -1.21592], [6.10317, 2.82878, -1.47217], [-0.42745, -1.51350, -0.87738], [4.59218, -1.18736, 0.88278], [0.11551, -1.90118, 1.18164], [-1.13793, -2.06199, -1.49522], [-6.53159, -1.24469, -0.10603], [-5.17163, -1.02432, -0.03531], [0.78989, 0.67444, 0.20925], [0.37019, -1.11405, -1.50922], [5.66057, -1.35171, 0.74238], [1.62923, -2.77845, -0.03166], [-2.61592, 1.62239, 0.73415], [-0.40777, -3.34190, 0.30462], [3.26897, 0.51788, 1.14687], [4.34324, 0.31202, 1.02864], [2.01213, -0.77747, -0.03066], [2.00974, -3.92876, -0.10470], [-7.39976, -0.16245, -0.07898], [0.16059, -2.41661, 0.21951], [-5.18131, 2.35769, 0.12893], [-9.10287, -0.42875, -0.16185], [-7.59549, 1.96624, 0.01922]],
  "atomic_forces_ev_per_a": [[-0.28, 0.04, 0.00], [0.33, -0.19, 0.07], [0.12, 0.00, 0.04], [0.20, -0.20, 0.00], [0.28, 0.47, 0.10], [0.03, -0.04, 0.03], [-0.18, -0.10, 0.00], [-0.07, -0.06, -0.07], [-0.12, -0.25, 0.36], [0.02, -0.10, 0.01], [-0.10, -0.02, -0.10], [-0.05, 0.28, -0.07], [-0.04, -0.02, -0.12], [-0.50, -0.15, -0.04], [-1.03, 0.00, -0.03], [-0.01, 0.12, -0.04], [-0.04, 0.08, 0.04], [0.00, 0.15, -0.06], [0.35, 0.55, 0.01], [-0.38, -0.04, -0.04], [0.07, -0.13, -0.17], [-0.06, -0.08, 0.00], [0.04, 0.04, 0.03], [0.68, -0.10, -0.08], [0.01, -0.14, 0.03], [0.12, 0.04, -0.03], [0.33, -0.22, -0.10], [-0.18, 0.34, -0.29], [-0.04, 0.01, -0.02], [0.08, 0.15, 0.06], [-0.12, 0.06, -0.02], [0.04, 0.20, 0.05], [0.33, 0.07, 0.03], [-0.14, -0.04, 0.05], [0.08, -0.02, 0.07], [-0.61, 0.13, 0.11], [0.45, -0.09, -0.04], [0.08, 0.04, 0.02], [0.07, 0.01, 0.04], [0.06, -0.21, 0.29], [-0.17, -0.19, -0.04], [0.11, -0.43, 0.00], [0.28, 0.09, 0.00], [0.19, -0.18, -0.07], [0.03, 0.11, 0.02], [-0.20, -0.03, -0.01], [-0.08, 0.05, -0.01]],
  "e_homo_ev": -8.81,
  "e_lumo_ev": -0.4,
  "energy_ha": -1549.30014,
  "e_above_lowest_ev": 1.172,
  "smiles": "CCOCCCNC(=O)CCn1nc(-c2ccc(Cl)cc2)ccc1=O",
  "orbital_gap_ev": 8.44
}

=====

No. 3
{
  "formula": "C2H2ClFNO2",
  "method": "ωB97M-V with the def2-TZVPD basis set",
  "symbols": ["C", "N", "C", "H", "H", "O", "Cl", "O", "F"],
  "xyz": [[1.58615, -0.45760, 0.22513], [0.79528, 0.72969, 0.41727], [-1.67311, -0.18117, -0.13366], [-1.31808, -0.74965, 0.70100], [-1.36465, -0.35936, -1.14372], [1.27193, -1.35470, 1.01366], [-2.73530, 1.08177, 0.14268], [2.46919, -0.38749, -0.63733], [0.96860, 1.67851, -0.58503]],
  "atomic_forces_ev_per_a": [[1.21, -0.17, -1.24], [-1.51, 1.15, 0.99], [0.61, -0.45, -0.04], [0.09, -0.12, 0.14], [0.07, -0.02, -0.17], [-0.55, -0.20, 0.48], [-0.50, 0.59, 0.12], [0.34, -0.21, -0.27], [0.25, -0.57, -0.02]],
  "e_homo_ev": [-4.80, -4.59],
  "e_lumo_ev": [3.4, 3.4],
  "energy_ha": -842.60668,
  "charge": -1,
  "e_above_lowest_ev": 5.038,
  "orbital_gap_ev": [8.18, 7.99]
}